A structure of composition C41H39Br2F5N3O8TaTe in a non-equilibrium geometry, computed with the ωB97M-V functional and the def2-TZVPD basis.

```
100
Properties=species:S:1:pos:R:3:forces:R:3
Ta 0.47710 0.35830 -0.96255 0.36 -0.34 -0.61
O 1.01479 -3.11951 -3.56123 -0.13 -0.01 -0.19
C 0.76782 -2.36076 -4.66368 0.02 0.04 0.08
C -0.01366 -2.94153 -5.65492 0.01 -0.01 0.01
C -0.34485 -2.22059 -6.78973 -0.03 0.02 -0.04
C 0.09898 -0.91530 -6.95627 -0.02 -0.03 -0.03
C 0.87633 -0.34082 -5.96463 0.04 0.04 0.05
C 1.22185 -1.04318 -4.81630 -0.01 -0.07 0.00
C 1.96955 -0.34513 -3.71181 -0.16 -0.06 0.28
O 1.15374 -0.26448 -2.58241 -0.04 -0.61 -0.26
N 3.22280 -1.05477 -3.32292 -0.14 -0.06 0.05
N 3.33777 -1.22396 -1.99299 -0.04 0.01 -0.07
C 4.43426 -1.26517 -1.36449 -0.09 -0.01 -0.01
C 4.37435 -1.40118 0.09160 0.03 0.04 0.01
Br 2.60952 -1.53058 0.77448 0.01 -0.09 0.14
C 5.45447 -1.43006 0.86879 0.10 0.05 0.00
C 5.60435 -1.49310 2.33032 -0.01 -0.04 0.02
C 6.71071 -2.18150 2.83422 0.01 0.00 0.02
C 6.92346 -2.28679 4.19930 0.00 0.00 -0.02
C 6.04002 -1.68552 5.08510 -0.02 0.01 0.00
C 4.95419 -0.97368 4.59410 -0.01 0.00 -0.01
C 4.73317 -0.87312 3.22855 -0.02 0.01 0.00
H 1.61040 -2.66738 -2.95691 0.15 0.12 0.13
H -0.35991 -3.95861 -5.51164 0.03 0.06 0.00
H -0.96296 -2.68302 -7.54966 0.02 0.01 0.01
H -0.16604 -0.35012 -7.84037 0.01 -0.03 0.03
H 1.21434 0.68570 -6.06743 -0.01 -0.04 0.01
H 2.22249 0.67510 -4.01344 0.04 0.01 -0.08
H 4.03501 -0.69028 -3.80504 0.12 0.07 -0.02
H 5.41917 -1.14802 -1.81924 0.01 0.00 -0.04
H 6.39287 -1.42795 0.31661 -0.02 0.01 0.02
H 7.40656 -2.64587 2.14342 -0.03 0.02 0.02
H 7.78143 -2.83330 4.57065 -0.02 0.01 -0.01
H 6.20218 -1.76321 6.15316 0.00 0.00 -0.03
H 4.26597 -0.48671 5.27445 0.03 -0.02 -0.01
H 3.88511 -0.29996 2.87962 0.04 -0.03 -0.03
C -0.65155 2.26545 3.62770 -0.05 -0.09 -0.03
C 0.57328 2.79493 2.90035 -0.04 0.02 -0.19
C 1.44485 3.67298 3.78666 -0.05 0.01 0.05
O 0.16022 3.47296 1.70157 -0.06 0.05 0.14
C 1.38171 1.60584 2.39861 0.00 -0.02 -0.05
O 1.64691 0.66303 3.09531 0.01 0.12 -0.07
O 1.76053 1.65059 1.11281 -0.04 0.13 0.45
H -1.25345 3.09752 3.99462 -0.01 0.02 -0.02
H -0.33623 1.64979 4.46928 -0.01 0.02 0.00
H -1.24152 1.64895 2.94631 0.00 0.06 0.06
H 0.86567 4.53495 4.12670 0.01 0.00 -0.01
H 2.33056 4.02445 3.26083 0.02 0.00 -0.01
H 1.74780 3.10245 4.66409 0.02 0.01 -0.03
H 0.18721 4.43391 1.80358 -0.05 -0.03 0.08
C -5.91528 2.36841 -0.67253 0.00 0.04 -0.03
C -5.23434 1.07980 -0.29848 0.03 0.02 -0.01
C -5.36157 -0.02723 -1.12799 0.03 -0.03 -0.02
C -4.74258 -1.22265 -0.80426 -0.05 -0.01 -0.04
C -4.00852 -1.33063 0.36246 0.10 0.02 0.01
C -3.85518 -0.21956 1.18882 0.03 -0.08 0.07
N -3.12836 -0.30236 2.41456 0.07 -0.09 -0.11
C -2.35628 -1.41954 2.72994 0.02 -0.03 -0.06
C -2.61070 -2.16034 3.88152 -0.02 0.02 0.01
C -1.87493 -3.29674 4.17430 -0.03 -0.02 0.05
C -0.89411 -3.75235 3.30496 0.03 0.00 -0.03
C -0.62558 -3.02514 2.15957 0.02 -0.03 -0.01
C -1.31807 -1.84621 1.88844 0.05 -0.02 -0.04
C -0.79366 -1.02789 0.78666 0.24 0.14 0.03
O -0.66019 0.23847 0.86907 -0.16 -0.09 0.15
O -0.28244 -1.55297 -0.25989 0.05 -0.01 -0.04
C -4.45849 0.99626 0.86346 -0.07 0.08 -0.05
C -4.30101 2.19059 1.76308 0.09 0.08 0.07
H -6.52180 2.23439 -1.56814 0.02 0.01 0.03
H -5.18600 3.15704 -0.87791 0.00 -0.02 -0.01
H -6.56358 2.73374 0.12764 0.01 -0.03 -0.01
H -5.94516 0.05312 -2.03781 0.01 0.00 0.01
H -4.84634 -2.08399 -1.45367 0.00 0.04 0.02
H -3.56571 -2.28154 0.62874 0.01 0.03 0.01
H -3.64798 0.04909 3.20027 -0.10 0.04 0.13
H -3.41773 -1.85048 4.53545 0.01 0.00 0.00
H -2.09392 -3.84992 5.07935 0.00 0.01 -0.02
H -0.33934 -4.65503 3.52157 -0.01 0.02 0.00
H 0.15234 -3.33953 1.47396 -0.04 0.01 0.03
H -3.37500 2.13297 2.33688 -0.05 0.00 -0.05
H -5.13236 2.28094 2.47204 0.02 -0.02 -0.03
H -4.27138 3.11693 1.18995 -0.01 -0.03 0.00
Br -4.80049 0.55663 -5.27574 0.00 -0.01 0.01
C -3.41823 0.50622 -3.97605 -0.04 -0.02 0.04
C -3.08974 1.66025 -3.29271 -0.01 0.03 0.07
C -2.07439 1.61910 -2.34218 -0.03 0.01 -0.07
C -1.37902 0.43944 -2.07598 -0.12 0.23 -0.15
C -1.75816 -0.71428 -2.77634 0.07 -0.02 -0.02
C -2.76957 -0.69068 -3.72184 -0.03 0.01 0.00
H -3.60479 2.58691 -3.51099 0.00 -0.01 0.03
H -1.79721 2.53896 -1.83990 -0.01 -0.07 0.00
H -1.23216 -1.65042 -2.61844 -0.03 0.03 0.01
H -3.03592 -1.58523 -4.26933 0.01 0.00 0.01
F 2.39671 3.89785 -1.77629 -0.01 -0.05 -0.28
Te 1.75415 3.23515 -0.17792 -0.96 -0.49 -0.19
F 0.44058 4.56633 -0.52276 -0.01 0.28 0.04
F 2.27350 4.66769 0.92812 0.12 0.03 0.34
F 3.58619 2.93729 0.11985 0.21 -0.11 -0.10
F 2.28893 1.38173 -1.19143 0.59 -0.25 -0.07
O 0.21150 2.22758 -0.85723 -0.02 0.96 0.52
```
Forces are in eV/Å.

As for the total energy: -8324.47346 Eh. For the LUMO energy, the calculation gives -1.58 eV. Its net charge is 0. The gap between HOMO and LUMO comes out at 6.508 eV. As for the largest force on an atom: 1.1 eV/A. The relative energy (zero: lowest compared OMol25 entry of this formula, charge and spin) comes out at 99.2 kcal/mol. The value obtained for the HOMO energy is -0.297 Eh.



A structure of composition C41H39CrFN3O4Si, computed with the ωB97M-V functional and the def2-TZVPD basis.

```
90
Properties=species:S:1:pos:R:3:forces:R:3
Cr -1.11807 0.26679 0.79791 -0.41 0.04 -0.46
O -4.49696 -0.97222 5.37782 0.14 0.13 0.05
C -3.36475 -0.44648 5.81258 -0.18 0.02 -0.11
O -3.12153 -0.29831 6.98833 0.02 -0.04 0.04
C -2.37387 -0.02905 4.78143 0.41 0.01 -0.02
C -1.11429 0.47887 5.08149 -0.26 -0.04 -0.76
N -0.49340 0.73466 3.91140 -0.86 -0.27 0.11
N -1.27599 0.39610 2.86288 0.18 -0.08 0.79
C -2.41458 -0.07159 3.37147 0.28 0.40 0.11
C -3.46141 -0.50352 2.37115 0.03 -0.14 0.15
O -4.49669 -1.03012 2.81228 0.03 0.17 -0.13
O -3.14356 -0.30116 1.16942 0.06 0.01 0.07
H -4.54958 -0.99480 4.36129 0.09 -0.08 0.06
H -0.65342 0.66473 6.03032 0.08 0.02 0.17
H 0.47929 0.96096 3.75270 -0.03 0.00 -0.04
C -2.78691 -3.43223 -1.58459 -0.01 0.01 0.05
C -1.71597 -2.49692 -1.02185 -0.13 0.13 0.10
C -0.79606 -3.24719 -0.06289 0.08 0.09 0.03
C -0.94725 -1.80994 -2.12792 0.06 -0.02 0.05
C -0.33011 -2.58111 -3.10573 0.04 0.06 -0.04
C 0.28243 -1.99064 -4.19115 0.03 0.03 0.03
C 0.29267 -0.60768 -4.29828 0.10 0.01 0.06
C -0.25822 0.20118 -3.31494 0.09 0.09 -0.24
C -0.22894 1.71913 -3.42651 -0.11 0.14 -0.03
C 0.19864 2.24075 -4.79655 -0.01 -0.04 0.12
C 0.64708 2.37157 -2.35139 -0.06 -0.08 0.00
C -0.88516 -0.41210 -2.21329 0.02 -0.18 0.02
N -1.45509 0.38331 -1.20814 0.01 0.08 0.27
C -2.51232 1.15398 -1.57975 -0.15 0.07 0.33
C -3.28455 0.95651 -2.73729 -0.21 -0.05 -0.07
C -4.34850 1.78202 -3.05628 -0.02 0.00 0.05
C -4.70738 2.84246 -2.23680 0.06 0.05 0.04
C -3.96583 3.07062 -1.07930 0.04 -0.09 -0.01
C -2.91580 2.24087 -0.78756 0.20 0.16 0.39
F -2.17578 2.50594 0.37410 -0.37 -0.26 -0.63
H -3.40748 -3.81883 -0.77580 -0.04 -0.03 0.04
H -2.34585 -4.28378 -2.10545 0.04 -0.04 -0.03
H -3.43447 -2.90797 -2.28607 -0.04 0.05 -0.04
H -2.24160 -1.72195 -0.45430 0.04 -0.13 -0.11
H -0.29630 -4.07698 -0.56329 0.07 -0.08 -0.07
H -1.36541 -3.64900 0.77488 -0.07 -0.06 0.10
H -0.01601 -2.59101 0.33119 -0.05 -0.02 -0.02
H -0.35186 -3.65832 -3.02260 0.00 -0.14 0.00
H 0.75611 -2.59662 -4.95033 0.03 -0.06 -0.08
H 0.77192 -0.15942 -5.15361 0.05 0.09 -0.14
H -1.25898 2.06888 -3.27163 0.35 -0.02 -0.06
H 1.23575 1.98666 -5.01583 0.11 -0.03 -0.03
H 0.12179 3.32734 -4.80510 0.00 0.09 0.00
H -0.42393 1.85501 -5.59990 -0.10 -0.09 -0.10
H 1.70517 2.23016 -2.57513 0.10 0.00 -0.05
H 0.45086 1.95836 -1.36436 -0.04 0.01 -0.01
H 0.46241 3.44547 -2.31353 -0.02 0.09 0.01
H -3.02341 0.12955 -3.38697 -0.02 0.03 0.01
H -4.91339 1.58310 -3.95757 -0.03 0.00 -0.05
H -5.53922 3.48377 -2.48697 -0.05 0.04 0.00
H -4.19110 3.88185 -0.40347 -0.04 0.08 0.05
C 3.74913 -2.70997 -2.12758 0.01 -0.04 -0.03
C 3.38832 -1.42244 -2.48889 0.00 -0.02 -0.06
C 2.70110 -0.61815 -1.59573 -0.05 0.04 -0.06
C 2.36340 -1.05928 -0.31718 -0.09 0.05 0.11
C 2.73719 -2.35930 0.02168 0.03 0.02 0.06
C 3.41486 -3.17741 -0.86738 0.04 -0.08 -0.01
Si 1.37111 0.05501 0.87249 0.43 0.09 -0.03
C 1.93357 -0.61000 2.58506 0.02 -0.05 -0.16
C 3.04404 -0.12711 3.27681 -0.02 0.09 0.01
C 3.43050 -0.66383 4.49645 0.03 0.00 0.09
C 2.71528 -1.70968 5.05689 0.01 -0.02 0.08
C 1.60749 -2.21146 4.39036 -0.04 0.01 -0.03
C 1.22652 -1.65884 3.17756 -0.02 -0.17 -0.03
C 2.25219 1.75248 0.79432 -0.05 -0.10 0.01
C 1.55453 2.88030 1.22782 -0.13 0.02 0.00
C 2.12552 4.14292 1.23564 0.02 0.04 0.01
C 3.42615 4.31196 0.78947 0.04 0.09 -0.01
C 4.14132 3.21083 0.34572 0.06 0.02 -0.01
C 3.56065 1.95184 0.35477 0.05 -0.05 0.01
H 4.27765 -3.34604 -2.82420 0.04 -0.05 -0.05
H 3.62614 -1.04660 -3.47476 0.02 0.02 -0.07
H 2.41664 0.37506 -1.90810 -0.03 0.10 -0.03
H 2.50528 -2.74575 1.00434 -0.04 -0.04 0.12
H 3.68561 -4.18226 -0.57182 0.02 -0.07 0.02
H 3.61501 0.69166 2.86048 0.07 0.07 -0.07
H 4.29525 -0.26551 5.00865 0.08 0.04 0.05
H 3.01412 -2.12736 6.00925 0.02 -0.02 0.04
H 1.03378 -3.02106 4.81937 -0.04 -0.07 0.04
H 0.34620 -2.05205 2.67839 -0.04 -0.02 -0.01
H 0.51856 2.77885 1.53682 -0.08 -0.02 0.03
H 1.55074 4.99535 1.56984 -0.05 0.07 0.03
H 3.87541 5.29699 0.77618 0.01 0.02 0.01
H 5.15582 3.33303 -0.01007 0.06 0.01 -0.02
H 4.13781 1.10617 0.00680 0.06 -0.10 -0.05
```
Forces are in eV/Å.

As for the total energy: -3485.04394 Eh. For the LUMO energy (spin up / spin down), the calculation gives 2.45 / 2.44 eV. Its net charge is -1. The gap between HOMO and LUMO (spin up / spin down) comes out at 6.798 / 7.120 eV. The multiplicity is 5. As for the largest force on an atom: 0.9 eV/A. The relative energy (zero: lowest compared OMol25 entry of this formula, charge and spin) comes out at 0.0 kcal/mol. The value obtained for the HOMO energy (spin up / spin down) is -0.160 / -0.172 Eh.



A structure of composition C41H39CrI2N10O2Sb in a non-equilibrium geometry, computed with the ωB97M-V functional and the def2-TZVPD basis.

```
96
Properties=species:S:1:pos:R:3:forces:R:3
Cr 0.22635 -0.46878 -0.59492 -0.39 0.54 0.56
O 5.50719 3.89088 -0.44389 0.03 0.02 -0.27
C 5.18104 3.30887 0.78606 0.19 0.09 0.48
C 4.08841 2.31098 0.56671 -0.39 -0.13 -0.04
C 3.33555 1.76186 1.60719 0.16 -0.02 -0.37
C 2.26801 0.94134 1.30559 -0.08 -0.12 0.49
N 1.89930 0.61961 0.06107 0.35 0.04 -0.36
C 2.69226 1.05565 -0.94662 0.51 0.26 0.46
C 3.77357 1.89996 -0.72416 -0.40 -0.22 -0.11
C 2.36250 0.50354 -2.25801 0.18 0.10 -0.50
C 3.05163 0.80596 -3.42511 -0.27 -0.10 0.22
C 2.74013 0.14572 -4.60871 -0.16 -0.01 0.19
C 3.38643 0.54243 -5.89625 0.05 -0.27 -0.53
O 4.08537 1.74171 -5.72100 0.03 0.11 0.20
C 1.79649 -0.88209 -4.54269 0.17 0.30 0.19
C 1.12847 -1.09195 -3.35707 -0.38 -0.39 -0.54
N 1.34852 -0.38808 -2.24245 0.58 -0.13 -0.31
H 6.24077 4.50607 -0.33701 -0.01 -0.02 0.02
H 4.83459 4.06182 1.51167 0.00 -0.18 -0.07
H 6.04591 2.79377 1.23287 -0.13 0.03 0.02
H 3.57154 1.97124 2.63712 -0.05 0.06 0.15
H 1.67513 0.50526 2.10031 0.01 0.08 0.03
H 4.38496 2.25202 -1.53799 -0.01 0.06 -0.11
H 3.82503 1.55418 -3.44953 0.06 0.13 0.08
H 2.60284 0.63877 -6.66387 0.06 -0.05 0.15
H 4.05236 -0.27217 -6.22840 -0.13 0.06 0.10
H 4.43240 2.04571 -6.56666 0.04 -0.02 0.02
H 1.56253 -1.47922 -5.40965 -0.10 -0.09 -0.06
H 0.35656 -1.84594 -3.30579 -0.01 0.00 -0.03
N -2.64500 0.15878 -2.19004 -0.56 -0.20 -0.12
C -1.86946 1.28200 -2.04940 0.16 0.45 -0.03
C -2.36440 2.44869 -2.66976 0.21 -0.04 0.11
C -1.65417 3.62092 -2.59796 0.01 -0.41 0.18
C -0.47148 3.61707 -1.85967 0.01 -0.29 0.01
C -0.06993 2.44910 -1.25868 0.41 0.76 -0.06
N -0.72524 1.27095 -1.34637 -0.37 -0.55 -0.28
C -2.41796 -1.18671 -2.01561 -0.02 0.03 -0.21
C -3.44550 -2.04874 -2.44028 0.18 -0.22 0.20
C -3.28609 -3.40904 -2.32289 0.22 0.38 0.07
C -2.08327 -3.88359 -1.79682 0.24 0.17 0.15
C -1.13348 -2.97465 -1.39771 0.00 -0.82 0.06
N -1.27360 -1.63695 -1.48327 -0.13 0.40 -0.57
H -3.52154 0.34751 -2.66460 0.20 -0.04 0.14
H -3.29286 2.40970 -3.21923 -0.09 -0.10 -0.03
H -2.00095 4.51556 -3.08999 -0.09 0.07 -0.07
H 0.12615 4.50803 -1.76988 0.14 0.06 0.14
H 0.83821 2.46058 -0.67982 -0.15 0.00 0.07
H -4.35756 -1.63379 -2.83989 -0.07 0.08 -0.07
H -4.05917 -4.09399 -2.63154 -0.13 -0.02 -0.07
H -1.89507 -4.93942 -1.69278 0.07 -0.09 0.01
H -0.20050 -3.32180 -0.97543 0.02 -0.04 -0.03
C -5.44462 3.66931 1.89867 -0.02 -0.01 0.00
C -4.54981 4.01358 0.89719 -0.05 -0.02 -0.13
C -3.26734 3.48894 0.90320 -0.02 0.05 -0.04
C -2.87804 2.64578 1.93331 1.06 -0.40 0.29
C -3.77851 2.26750 2.91586 -0.08 0.07 0.06
C -5.06131 2.79262 2.90114 -0.11 -0.12 0.02
Sb -0.82258 1.95352 2.03795 -0.03 0.31 0.40
C -0.67010 1.14755 4.05231 -0.24 0.66 -1.05
C -0.13349 -0.10966 4.28154 0.03 -0.11 -0.01
C -0.01262 -0.58018 5.58068 0.16 -0.06 0.03
C -0.38511 0.22224 6.64507 -0.08 -0.06 0.01
C -0.90062 1.48622 6.41227 -0.06 0.17 0.05
C -1.05203 1.95171 5.11658 -0.01 -0.06 0.19
C 0.29553 3.76844 2.39415 -0.65 -0.80 0.00
C 0.01816 4.93181 1.69679 0.06 0.08 0.04
C 0.70580 6.09365 2.00560 0.07 0.08 -0.10
C 1.69372 6.07633 2.97708 0.06 0.05 0.02
C 1.98486 4.90197 3.65642 0.17 0.03 0.01
C 1.28472 3.74208 3.36629 0.02 0.10 0.03
H -6.44338 4.07745 1.89275 -0.08 0.07 0.02
H -4.84954 4.69519 0.11501 -0.06 0.06 -0.07
H -2.57504 3.74922 0.11121 0.03 0.10 0.01
H -3.47734 1.58424 3.69942 -0.03 0.04 0.11
H -5.75755 2.51614 3.67775 -0.11 -0.01 0.06
H 0.21642 -0.73177 3.46400 -0.05 0.03 0.01
H 0.39853 -1.56179 5.75826 0.06 -0.12 0.07
H -0.27952 -0.12896 7.65835 0.04 -0.09 0.12
H -1.18127 2.11589 7.24270 -0.04 0.04 0.09
H -1.45129 2.94194 4.94570 -0.04 0.07 -0.01
H -0.74642 4.95257 0.93427 -0.18 0.04 -0.03
H 0.45800 7.01252 1.49617 0.04 0.11 -0.05
H 2.23609 6.98116 3.20639 0.01 0.08 0.07
H 2.74554 4.89687 4.42494 0.04 0.02 0.05
H 1.48459 2.83038 3.91845 -0.01 0.05 0.10
N -1.79362 -3.62135 3.14888 0.07 -0.90 1.11
N -1.78075 -2.61258 2.29712 0.42 1.38 -1.24
N -2.85263 -1.92855 2.00168 -0.70 -0.01 0.22
C -2.39208 -0.97016 1.21763 0.13 -0.02 -0.01
N -1.07170 -1.07452 1.04335 -0.10 -0.52 0.22
N -0.69913 -2.13998 1.74011 0.53 -0.80 0.30
H -2.70166 -3.99191 3.39371 0.01 0.20 -0.21
H -0.98856 -4.22844 3.18214 -0.01 0.17 -0.25
H -3.01423 -0.22259 0.76984 -0.17 0.27 0.00
I 2.04858 -2.57131 0.65305 0.01 0.10 -0.25
I 4.41728 -2.22344 -0.54822 -0.31 -0.03 0.09
```
Forces are in eV/Å.

As for the total energy: -4163.08099 Eh. For the LUMO energy (spin up / spin down), the calculation gives -9.34 / -9.14 eV. Its net charge is +3. The gap between HOMO and LUMO (spin up / spin down) comes out at 5.048 / 5.247 eV. The multiplicity is 4. As for the largest force on an atom: 1.9 eV/A. The relative energy (zero: lowest compared OMol25 entry of this formula, charge and spin) comes out at 22.0 kcal/mol. The value obtained for the HOMO energy (spin up / spin down) is -0.529 / -0.529 Eh.